Record 1
DFT (the ωB97M-V functional and the def2-TZVPD basis) results for a single C3H5ClS molecule in a non-equilibrium geometry.

The HOMO energy comes out at -0.301 Eh. The calculation puts the lowest unoccupied orbital energy at 0.89 eV. The calculation puts the energy relative to the best compared isomer or geometry (same formula, charge and spin) at 0.246 eV. The calculation puts the frontier orbital gap at 0.3333 hartree. As for the SMILES: CS/C=C/Cl. The largest force on an atom is 2.2 eV Å⁻¹. As for the total energy: -26548.726 eV.

CARTESIAN COORDINATES (ANGSTROEM)
C 0.647 2.349 1.325
S -0.330 1.696 -0.036
C 0.232 0.092 -0.069
C -0.554 -0.937 -0.425
Cl 0.073 -2.515 -0.508
H 1.643 1.904 1.146
H 0.163 1.989 2.252
H 0.639 3.473 1.324
H 1.173 -0.107 0.388
H -1.517 -0.665 -0.878

Atom charges from the Löwdin analysis, given in e for atoms 1 to 5: -0.41, 0.82, -0.60, -0.69, 0.62

Record 2
DFT (the ωB97M-V functional and the def2-TZVPD basis) results for a single NO3PS molecule in a non-equilibrium geometry.

The HOMO energy comes out at -0.410 Eh. The calculation puts the lowest unoccupied orbital energy at -1.74 eV. The calculation puts the energy relative to the best compared isomer or geometry (same formula, charge and spin) at 0.625 eV. The calculation puts the frontier orbital gap at 0.3456 hartree. The largest force on an atom is 3.9 eV Å⁻¹. As for the total energy: -27754.217 eV.

CARTESIAN COORDINATES (ANGSTROEM)
N -0.352 0.067 1.279
O -1.133 -0.044 -0.807
O 1.576 -1.088 -0.291
O 1.135 1.153 -0.640
P -1.846 -0.026 0.568
S 0.619 -0.062 -0.109

Atom charges from the Löwdin analysis, given in e for atoms 1 to 5: -0.43, -0.57, -0.24, -0.27, 0.90

Record 3
DFT (the ωB97M-V functional and the def2-TZVPD basis) results for a 2-piece molecular cluster, C5H7NO overall.

The HOMO energy comes out at -0.322 Eh. The calculation puts the lowest unoccupied orbital energy at 0.98 eV. The calculation puts the energy relative to the best compared isomer or geometry (same formula, charge and spin) at 6.079 eV. The calculation puts the frontier orbital gap at 0.3585 hartree. As for the SMILES: C(=C1CN1)=C1CO1.[H][H]. The largest force on an atom is 0.3 eV Å⁻¹. As for the total energy: -8830.124 eV.

CARTESIAN COORDINATES (ANGSTROEM)
C 0.108 -0.412 -0.173
C -1.179 -0.269 -0.168
C -2.390 0.475 -0.479
N -2.400 -0.825 0.237
C 1.399 -0.404 -0.093
C 2.774 -0.633 -0.446
O 2.359 -0.007 0.798
H -2.728 0.516 -1.514
H -2.679 1.324 0.135
H -2.712 -1.614 -0.323
H 3.286 0.028 -1.143
H 3.212 -1.620 -0.315
H 0.819 1.584 1.712
H 0.130 1.857 1.771

Atom charges from the Löwdin analysis, given in e for atoms 1 to 5: 0.08, -0.30, -0.10, 0.06, -0.30

Record 4
DFT (the ωB97M-V functional and the def2-TZVPD basis) results for C34H34N9O2Zr as an isolated structure.

The HOMO energy comes out at -0.357 Eh. The calculation puts the lowest unoccupied orbital energy at -3.64 eV. The calculation puts the energy relative to the best compared isomer or geometry (same formula, charge and spin) at 1.101 eV. The calculation puts the frontier orbital gap at 0.2232 hartree. The largest force on an atom is 0.7 eV Å⁻¹. As for the total energy: -54594.382 eV. The charge is +1.

CARTESIAN COORDINATES (ANGSTROEM)
Zr -0.291 -0.343 0.240
C -0.313 -3.433 3.653
C -0.646 -2.418 2.620
N 0.151 -1.979 1.722
N 1.477 -2.383 1.659
C 2.183 -1.390 1.187
O 1.674 -0.204 0.933
C 3.616 -1.592 0.910
C 4.411 -0.495 0.597
C 5.757 -0.673 0.312
C 6.305 -1.945 0.332
C 5.510 -3.044 0.636
C 4.170 -2.872 0.929
C -1.989 -1.744 2.608
C -3.000 -2.099 3.484
C -4.195 -1.386 3.445
C -4.338 -0.348 2.544
C -3.277 -0.047 1.702
N -2.129 -0.718 1.743
H 0.688 -3.818 3.483
H -1.030 -4.256 3.620
H -0.367 -2.987 4.648
H 3.971 0.492 0.563
H 6.372 0.183 0.069
H 7.354 -2.085 0.107
H 5.938 -4.038 0.642
H 3.544 -3.723 1.157
H -2.866 -2.916 4.177
H -5.001 -1.651 4.116
H -5.250 0.227 2.473
H -3.346 0.744 0.963
C 4.003 -0.797 -3.048
C 3.231 0.301 -2.702
C 1.941 0.120 -2.219
C 1.403 -1.158 -2.086
C 2.189 -2.257 -2.438
C 3.478 -2.073 -2.909
N 0.138 -1.451 -1.494
N -0.849 -0.409 -1.806
C -2.200 -0.815 -1.645
C -3.144 0.161 -2.043
C -4.499 0.010 -1.869
C -4.996 -1.154 -1.283
C -4.108 -2.128 -0.887
C -2.725 -1.977 -1.051
H 5.010 -0.660 -3.419
H 3.635 1.301 -2.789
H 1.384 1.003 -1.923
H 1.766 -3.246 -2.329
H 4.072 -2.938 -3.173
H -2.760 1.047 -2.528
H -5.173 0.784 -2.211
H -6.059 -1.301 -1.152
H -4.467 -3.041 -0.428
C 0.281 4.606 -2.538
C -0.518 3.395 -2.973
N -0.619 2.469 -1.856
C -0.556 2.825 -0.570
N -0.575 1.852 0.360
C -0.353 2.293 1.740
C -1.151 3.547 2.035
C -0.642 4.633 1.113
N -0.465 4.127 -0.248
C -0.338 5.163 -1.274
H 0.283 5.369 -3.315
H 1.318 4.319 -2.350
H -0.034 2.868 -3.794
H -1.514 3.696 -3.312
H -0.627 1.457 -2.035
H 0.714 2.471 1.919
H -0.645 1.481 2.416
H -1.039 3.861 3.072
H -2.212 3.359 1.854
H 0.316 5.025 1.467
H -1.340 5.472 1.064
H 0.280 5.957 -0.852
H -1.326 5.592 -1.478
O -1.790 -5.168 0.328
C -1.907 -4.093 -0.109
N -1.896 -2.963 -0.504

Atom charges from the Löwdin analysis, given in e for atoms 1 to 5: 1.81, 0.00, -0.24, -0.08, 0.12